Entry 1:
The following is a quantum chemistry calculation of a structure of composition C31H32IN3O13S2Ta, from OMol25.

```
83
Properties=species:S:1:pos:R:3:forces:R:3:lowdin_charge:R:1
Ta 0.808 0.497 1.379 -0.99 1.45 0.19 1.7689
C -2.750 -0.190 1.423 0.08 -0.09 0.03 -0.0409
O -1.727 0.802 1.323 0.40 0.22 -0.16 -0.3162
C -2.132 1.992 0.641 -0.07 0.03 0.05 -0.1554
C -1.892 1.806 -0.837 -0.02 -0.11 -0.07 -0.1466
O -0.563 1.320 -1.010 0.02 0.09 0.03 -0.1929
C 0.222 2.076 -1.921 -0.01 0.00 0.02 -0.1669
C 1.570 1.423 -2.017 -0.01 0.06 -0.08 -0.1618
O 2.162 1.357 -0.718 -0.08 -0.41 0.18 -0.2984
C 3.559 1.049 -0.807 0.08 0.03 -0.05 -0.0991
H -3.401 0.052 2.264 -0.02 0.02 -0.02 0.1056
H -2.269 -1.148 1.599 0.01 0.02 0.05 0.0710
H -3.328 -0.242 0.499 0.01 -0.02 -0.01 0.1031
H -1.512 2.793 1.033 -0.03 0.02 0.02 0.1136
H -3.179 2.216 0.854 -0.01 -0.06 0.01 0.1466
H -2.046 2.752 -1.361 0.04 0.00 -0.01 0.1403
H -2.574 1.063 -1.260 -0.03 0.04 -0.02 0.1336
H 0.311 3.107 -1.567 0.00 0.00 0.00 0.1317
H -0.241 2.071 -2.913 0.00 0.01 0.00 0.1443
H 2.205 2.035 -2.665 0.02 -0.01 0.02 0.1411
H 1.498 0.420 -2.438 0.00 -0.01 0.02 0.1258
H 3.704 0.046 -1.207 -0.02 0.00 0.00 0.0842
H 3.972 1.111 0.194 -0.01 0.00 -0.01 0.0416
H 4.043 1.787 -1.450 -0.02 0.00 0.00 0.1020
I 2.944 -1.122 1.932 -0.05 0.14 -0.07 0.6028
N 3.061 1.024 8.708 0.00 0.03 -0.04 0.1360
C 2.245 1.011 7.624 -0.01 -0.01 0.02 -0.2970
C 0.904 0.610 7.742 -0.01 0.00 0.02 -0.0098
C 0.077 0.605 6.644 0.00 0.06 0.00 -0.0615
C 0.576 1.002 5.404 -0.06 0.04 0.01 -0.3059
C 1.905 1.411 5.266 0.00 -0.07 0.03 -0.0424
C 2.727 1.417 6.365 0.00 0.01 -0.03 -0.0054
S -0.444 0.929 4.016 0.08 -0.28 0.21 0.6402
O -1.811 0.835 4.412 -0.02 -0.03 0.02 -0.2625
O -0.044 1.976 3.064 0.09 -0.32 -0.13 -0.3514
N 0.041 -0.346 3.100 -0.59 0.09 -0.08 -0.3310
C -0.367 -1.659 3.378 0.34 0.00 0.26 -0.7149
S -1.294 -2.108 4.778 0.01 0.07 -0.02 1.0874
C -1.163 -3.748 4.293 -0.04 0.00 0.01 -0.3758
C -0.472 -3.834 3.134 0.01 -0.02 -0.03 -0.2199
N -0.015 -2.646 2.624 -0.02 -0.02 -0.11 0.0275
H 2.744 0.681 9.596 0.00 -0.01 0.00 0.1074
H 4.033 1.249 8.614 0.00 -0.01 0.02 0.1064
H 0.520 0.311 8.709 0.00 0.00 0.00 0.1194
H -0.959 0.312 6.740 0.00 -0.01 0.00 0.1090
H 2.283 1.722 4.302 0.01 0.00 -0.01 0.0953
H 3.757 1.739 6.267 0.00 0.00 0.00 0.1185
H -1.611 -4.534 4.878 -0.01 -0.02 -0.02 0.0706
H -0.257 -4.747 2.599 0.00 -0.01 0.01 0.1137
O 2.240 1.821 1.895 0.86 0.54 0.18 -0.3277
C 1.755 2.962 1.483 0.18 -0.06 0.01 -0.5397
O 0.704 2.894 0.818 -0.18 -0.59 0.24 -0.0293
C 2.451 4.197 1.817 0.00 0.00 -0.05 -0.1247
C 3.690 4.141 2.447 0.02 0.01 0.01 0.0041
C 4.386 5.305 2.769 0.00 -0.02 0.00 0.0385
C 3.782 6.494 2.437 -0.01 -0.02 0.00 -0.2018
O 4.248 7.745 2.643 0.01 0.01 0.00 0.0585
C 3.251 8.644 2.138 -0.01 0.03 0.00 -0.0980
O 2.194 7.850 1.598 0.01 0.02 0.00 0.0486
C 2.542 6.550 1.807 -0.02 0.01 0.00 -0.1952
C 1.848 5.424 1.479 -0.01 -0.01 -0.03 0.0968
H 4.120 3.176 2.677 -0.01 -0.01 0.00 0.1231
H 5.352 5.280 3.251 0.00 0.00 0.00 0.1275
H 3.687 9.258 1.350 0.01 -0.02 -0.01 0.1422
H 2.871 9.256 2.956 0.00 -0.02 0.01 0.1422
H 0.885 5.457 0.990 0.00 0.01 0.00 0.1387
O 1.768 -1.467 -1.224 -0.03 -0.08 0.03 0.0668
C 0.782 -1.775 -0.615 0.12 -0.12 -0.12 -0.5125
O 0.217 -0.883 0.272 0.18 -0.71 -0.69 -0.2907
C 0.109 -3.077 -0.728 -0.23 0.09 0.11 -0.1394
C 0.856 -4.150 -1.193 -0.01 -0.02 -0.02 0.0074
C 0.288 -5.417 -1.331 0.02 0.00 -0.01 0.0392
C -1.041 -5.537 -1.009 0.02 0.01 0.00 -0.2060
O -1.820 -6.645 -1.072 -0.01 -0.01 0.01 0.0521
C -3.122 -6.256 -0.625 -0.03 -0.02 0.01 -0.1068
O -3.074 -4.863 -0.311 0.01 0.00 -0.01 0.0400
C -1.792 -4.461 -0.553 -0.03 -0.03 0.01 -0.2008
C -1.248 -3.220 -0.392 0.04 0.03 0.06 0.0709
H 1.896 -3.992 -1.441 0.00 0.01 0.00 0.1266
H 0.861 -6.264 -1.680 0.00 0.00 0.00 0.1276
H -3.382 -6.824 0.269 0.02 0.01 0.01 0.1398
H -3.844 -6.428 -1.424 0.01 0.02 -0.02 0.1411
H -1.830 -2.386 -0.031 0.00 -0.01 -0.01 0.1089
```
Forces are in eV/Å.

Results
Net charge   +1
DFT total energy   -3493.897155 Eh
Energy relative to the best compared isomer or geometry (same formula, charge and spin)   86.5 kJ/mol
Largest force on an atom   1.768 eV/A
LUMO level   -3.2 eV


Entry 2:
The following is a quantum chemistry calculation of a structure of composition C31H32N4O4SSi2V, from OMol25.

```
75
Properties=species:S:1:pos:R:3:forces:R:3:nbo_charge:R:1
V -0.088 -0.015 0.286 2.66 -0.65 -0.70 0.7594
N 4.010 -1.273 1.171 0.12 -0.04 -0.05 -0.8180
C 2.663 -1.153 0.931 -0.60 -0.22 0.27 0.2793
S 1.763 -0.100 1.959 -0.01 0.47 -0.09 -0.1938
N 2.103 -1.862 0.007 1.24 -0.32 -0.44 -0.4464
N 0.751 -1.671 -0.060 0.34 -2.06 -0.13 -0.3409
C 0.031 -2.793 -0.075 0.12 0.01 0.07 0.1669
C 0.635 -4.129 -0.076 0.15 -0.47 0.03 0.0134
C 1.620 -4.504 -0.991 -0.25 0.12 -0.06 -0.1709
C 2.168 -5.771 -0.954 0.07 -0.11 -0.17 -0.2291
C 1.766 -6.689 0.004 -0.01 -0.03 0.07 -0.2090
C 0.816 -6.316 0.942 0.07 -0.34 0.04 -0.2288
C 0.260 -5.053 0.904 -0.02 0.33 -0.14 -0.2213
C -1.342 -2.571 0.188 0.14 -0.11 0.07 0.1100
C -2.353 -3.544 0.152 -0.31 0.05 0.08 -0.2213
C -3.634 -3.203 0.509 0.34 0.10 -0.01 -0.1964
C -3.873 -1.888 0.940 0.02 0.08 0.12 -0.2780
C -2.842 -0.977 0.936 -0.79 0.09 0.11 0.0430
N -1.601 -1.268 0.523 -1.13 -1.02 -0.15 -0.5347
H 4.391 -0.501 1.697 0.01 -0.10 -0.16 0.3922
H 4.564 -1.591 0.391 -0.03 0.01 0.00 0.3846
H 1.946 -3.790 -1.730 0.03 0.06 -0.06 0.2303
H 2.908 -6.054 -1.691 0.06 0.02 -0.01 0.2052
H 2.199 -7.681 0.020 -0.01 -0.01 0.03 0.2014
H 0.511 -7.017 1.708 -0.01 0.00 0.04 0.2043
H -0.457 -4.749 1.652 -0.06 -0.05 0.08 0.2161
H -2.099 -4.549 -0.147 -0.01 -0.03 -0.10 0.2291
H -4.436 -3.928 0.476 0.00 -0.04 0.00 0.2099
H -4.857 -1.590 1.276 0.04 0.08 0.01 0.2144
H -3.016 0.044 1.261 0.10 -0.03 -0.11 0.2071
C -1.651 -1.593 -2.863 0.16 0.49 0.58 -1.1029
Si -1.341 0.060 -1.894 -0.17 0.46 -1.03 1.1998
C -3.119 0.852 -1.831 0.61 -0.29 0.20 -1.1002
C -0.433 1.176 -3.165 -0.33 -0.42 0.45 -0.4542
C -0.984 1.438 -4.413 -0.08 0.06 -0.23 -0.2049
C -0.344 2.262 -5.320 -0.14 0.01 -0.18 -0.2354
C 0.863 2.846 -4.974 0.15 0.14 -0.09 -0.2488
C 1.415 2.592 -3.730 0.08 0.18 -0.27 -0.1559
C 0.786 1.757 -2.816 0.31 -0.09 0.69 -0.4416
Si 1.554 1.424 -1.068 0.51 0.23 -1.04 1.1977
C 3.337 0.762 -1.530 -0.77 0.09 0.21 -1.1064
C 1.932 3.224 -0.445 -0.26 -0.69 0.04 -1.1086
H -1.983 -1.401 -3.880 -0.06 0.19 -0.15 0.2201
H -2.405 -2.203 -2.373 -0.18 -0.15 0.09 0.2167
H -0.735 -2.174 -2.918 0.22 -0.17 -0.02 0.2248
H -3.586 0.846 -2.813 0.01 -0.05 -0.22 0.2176
H -3.072 1.886 -1.501 0.07 0.19 0.07 0.2191
H -3.776 0.310 -1.156 -0.16 -0.10 0.11 0.2135
H -1.935 0.998 -4.685 -0.14 -0.08 -0.06 0.1890
H -0.785 2.458 -6.290 -0.02 0.01 -0.04 0.1926
H 1.364 3.503 -5.674 0.05 0.03 -0.02 0.1921
H 2.351 3.067 -3.472 0.17 0.05 0.05 0.1842
H 3.730 1.315 -2.380 0.00 0.21 -0.14 0.2117
H 3.293 -0.288 -1.807 -0.01 -0.18 -0.04 0.2270
H 4.038 0.868 -0.707 0.07 0.03 0.20 0.2119
H 2.687 3.718 -1.052 0.12 -0.05 -0.27 0.2073
H 2.270 3.220 0.586 0.10 -0.06 0.13 0.2490
H 1.028 3.826 -0.482 -0.19 0.13 -0.01 0.2170
O 0.763 2.573 2.247 -1.34 0.06 -0.04 -0.6146
C -0.361 2.436 1.760 2.10 1.14 1.30 0.7798
O -0.656 1.501 0.938 -2.98 2.77 1.17 -0.7190
C -1.417 3.448 2.079 -0.26 0.44 0.11 -0.1472
C -1.083 4.452 2.990 0.15 -0.46 -0.21 -0.1565
C -1.936 5.505 3.277 -0.51 0.25 -0.07 -0.2725
C -3.144 5.520 2.616 -0.15 -0.35 -0.34 0.2303
O -4.160 6.455 2.687 0.81 -0.31 0.29 -0.4871
C -5.155 5.995 1.806 -1.21 0.61 -0.28 0.2405
O -4.759 4.780 1.217 0.43 -0.40 0.00 -0.4944
C -3.499 4.508 1.722 0.02 0.54 0.36 0.2787
C -2.662 3.462 1.431 0.07 -0.02 0.07 -0.2507
H -0.115 4.386 3.462 0.07 0.01 -0.02 0.2451
H -1.665 6.283 3.972 0.02 0.09 0.08 0.2215
H -5.325 6.754 1.020 0.12 -0.24 0.16 0.1487
H -6.094 5.851 2.369 0.25 -0.06 -0.14 0.1472
H -2.926 2.686 0.728 -0.01 -0.02 -0.10 0.2403
```
Forces are in eV/Å.

Results
Net charge   -1
DFT total energy   -3641.777818 Eh
Energy relative to the best compared isomer or geometry (same formula, charge and spin)   71.4 kJ/mol
2S+1   3
Expectation value of S²   2.06
Largest force on an atom   4.229 eV/A
LUMO level (spin up / spin down)   2.5 / 1.9 eV


Entry 3:
The following is a quantum chemistry calculation of a structure of composition C31H32N7O3RuS3Sb, from OMol25.

```
78
Properties=species:S:1:pos:R:3:forces:R:3:lowdin_spin:R:1
Ru -0.525 -0.168 0.070 -0.36 -1.11 -1.22 0.7575
C -3.300 0.945 -2.346 0.11 -0.09 -0.26 -0.0005
C -3.477 1.295 -0.920 -0.65 0.33 -0.21 -0.0006
N -2.695 0.890 0.029 1.74 -0.61 -0.20 -0.0010
C -2.992 1.436 1.244 -0.85 0.60 0.20 -0.0004
C -4.097 2.242 1.222 0.25 -0.34 -0.27 0.0004
S -4.736 2.350 -0.363 0.66 -0.55 0.06 -0.0003
C -2.086 1.270 2.365 -0.50 0.46 1.02 -0.0006
C -2.352 1.657 3.647 0.29 -0.30 -0.32 -0.0014
S -0.951 1.537 4.619 0.16 -0.22 -0.87 0.0006
C -0.065 0.977 3.232 0.20 0.18 0.81 0.0043
N -0.791 0.866 2.168 -0.11 -0.67 -1.99 -0.0081
C 1.395 0.752 3.327 0.18 -0.15 -0.05 0.0004
H -2.387 0.353 -2.444 -0.09 0.02 -0.09 -0.0004
H -3.183 1.850 -2.941 0.05 0.00 -0.02 0.0000
H -4.157 0.394 -2.734 0.01 -0.02 0.00 -0.0001
H -4.544 2.806 2.015 0.03 0.10 0.24 0.0000
H -3.271 2.012 4.062 -0.30 0.07 0.02 -0.0001
H 1.886 1.688 3.593 0.06 0.04 -0.04 0.0002
H 1.778 0.404 2.372 0.05 0.02 0.05 0.0001
H 1.626 0.024 4.103 0.05 -0.09 0.01 0.0002
C 5.192 4.668 1.265 0.07 0.03 -0.02 0.0000
C 3.989 4.110 0.574 -0.11 -0.05 -0.07 0.0002
C 3.669 2.758 0.658 -0.09 0.03 -0.05 0.0002
C 2.542 2.258 0.028 0.05 -0.23 0.04 0.0015
C 1.743 3.115 -0.703 -0.39 -0.29 -0.30 0.0017
C 2.049 4.458 -0.820 -0.06 0.04 -0.17 0.0004
C 3.173 4.949 -0.182 -0.04 -0.15 0.02 0.0002
S 0.157 2.544 -1.285 -0.54 -0.13 0.49 0.0039
O -0.321 3.342 -2.378 0.47 -0.02 -0.16 0.0027
O -0.672 2.510 -0.093 0.33 0.67 -0.25 0.0126
N 0.251 0.947 -1.685 -1.86 0.99 3.15 0.0159
C 1.130 0.428 -2.553 1.76 -0.63 -1.25 0.0072
C 2.000 1.185 -3.338 -0.75 -0.30 0.61 -0.0102
C 2.917 0.567 -4.181 0.21 -0.63 -0.31 0.0010
C 3.026 -0.801 -4.242 0.00 0.30 -0.01 -0.0127
C 2.179 -1.611 -3.460 -0.27 0.16 0.04 0.0000
C 2.278 -3.015 -3.419 -0.26 -0.10 0.22 -0.0014
C 1.413 -3.729 -2.631 0.22 0.08 -0.25 0.0019
C 0.435 -3.037 -1.909 -0.29 0.05 0.23 -0.0007
N 0.331 -1.728 -1.902 -0.70 0.41 0.91 0.0023
C 1.191 -1.005 -2.640 0.47 0.82 -0.44 -0.0026
H 5.621 3.946 1.953 0.09 -0.02 0.05 0.0000
H 4.933 5.568 1.818 0.01 0.06 0.07 0.0000
H 5.947 4.944 0.530 0.11 0.01 0.01 0.0000
H 4.304 2.092 1.225 0.06 -0.05 0.06 0.0000
H 2.278 1.208 0.098 0.10 0.00 0.03 0.0014
H 1.399 5.092 -1.400 -0.04 0.19 -0.08 0.0000
H 3.422 5.995 -0.261 0.00 0.17 -0.02 0.0000
H 1.934 2.260 -3.283 0.10 0.12 -0.11 -0.0006
H 3.560 1.178 -4.794 0.11 0.10 -0.07 0.0004
H 3.752 -1.278 -4.881 0.12 -0.01 -0.04 -0.0007
H 3.043 -3.511 -3.998 0.07 -0.06 -0.07 -0.0001
H 1.471 -4.804 -2.559 -0.03 -0.07 -0.01 0.0002
H -0.279 -3.590 -1.308 0.06 -0.03 0.03 0.0009
C -3.441 -2.743 -2.091 0.47 0.35 0.23 0.0219
Sb -2.521 -2.221 -0.189 -0.77 -0.45 0.60 0.0956
C -2.479 -4.270 0.511 0.33 0.47 -0.10 0.0287
C -4.353 -1.734 0.848 0.50 0.12 -0.21 0.0187
H -4.462 -3.045 -1.886 -0.13 -0.01 0.12 0.0027
H -2.903 -3.576 -2.530 0.13 -0.11 0.00 0.0002
H -3.433 -1.919 -2.794 -0.02 0.12 -0.07 0.0000
H -3.211 -4.820 -0.071 -0.12 -0.02 -0.15 0.0031
H -2.768 -4.284 1.555 0.03 0.09 0.15 0.0007
H -1.507 -4.738 0.401 0.13 -0.03 0.01 0.0001
H -4.934 -2.645 0.969 0.03 -0.09 -0.02 0.0025
H -4.926 -1.016 0.269 -0.05 0.09 -0.06 0.0002
H -4.115 -1.310 1.819 0.03 -0.02 0.08 0.0001
N -0.704 -3.318 4.008 -0.12 -0.13 0.13 0.0005
C -0.400 -2.634 2.891 0.33 0.03 0.04 0.0023
O -1.223 -1.894 2.323 -0.25 0.14 0.04 0.0335
C 0.957 -2.798 2.395 -0.54 0.01 0.14 0.0013
C 1.285 -1.959 1.371 -0.09 0.92 -1.02 -0.0008
N 1.366 -1.137 0.537 -0.50 -0.01 0.76 0.0115
C 1.807 -3.776 2.905 0.45 -0.32 -0.02 0.0002
N 2.473 -4.606 3.340 0.21 -0.29 0.25 0.0009
H -0.017 -3.906 4.451 -0.06 -0.01 0.03 0.0002
H -1.624 -3.247 4.405 0.01 0.02 -0.08 0.0000
```
Forces are in eV/Å.

Results
Net charge   +1
DFT total energy   -3338.957368 Eh
Energy relative to the best compared isomer or geometry (same formula, charge and spin)   339.5 kJ/mol
2S+1   2
Expectation value of S²   0.81
Largest force on an atom   3.789 eV/A
LUMO level (spin up / spin down)   -4.7 / -4.5 eV